## w
Entry from OMol25: a molecular structure, CH4ClPS2 (wB97M-V/def2-TZVPD).

The net charge is 0. The value obtained for the HOMO-LUMO gap (alpha / beta) is 7.2 / 7.2 eV.

Atoms and positions in Å:
C: -0.5870 0.7018 -0.8349
P: 2.8851 -0.4288 1.4997
S: 0.2959 -0.1342 0.6560
S: 2.0988 -1.4865 3.1139
Cl: 3.2522 1.2264 2.5104
H: 0.2015 1.2466 -1.3589
H: -1.0004 -0.0998 -1.5793
H: -1.3487 1.3801 -0.2498
H: 1.9657 -2.5568 2.5324

## x
Entry from OMol25: 2 unconnected molecules or ions with the total composition CH4ClPS2 (wB97M-V/def2-TZVPD).

The net charge is 0. The value obtained for the HOMO-LUMO gap (alpha / beta) is 7.0 / 6.3 eV.

Atoms and positions in Å:
C: -0.1714 -0.3648 0.9613
P: 0.9470 0.8238 1.8937
S: -0.2652 1.7155 3.2442
S: 3.4239 -1.4130 -0.0607
Cl: 1.5014 2.2667 0.5923
H: 0.1566 -0.5021 -0.1186
H: 0.0500 -1.2354 1.6327
H: -1.2296 -0.1648 1.0256
H: 3.4388 -1.4662 1.2041

Stability ranking, top entry: w; the second entry is 0.0148 hartree less favorable.

## w
Entry from OMol25: 2 unconnected molecules or ions with the total composition C5H14 (wB97M-V/def2-TZVPD).

The spin multiplicity is 2. The net charge is -1. The value obtained for the HOMO-LUMO gap (alpha / beta) is 2.7 / 12.1 eV.

Atoms and positions in Å:
C: 0.5399 -2.9358 2.3146
C: -0.4995 -1.8949 2.7351
H: 0.8888 -2.7252 1.2947
H: 1.3606 -2.9940 3.0281
H: 0.0491 -3.9081 2.1979
H: -0.0308 -0.9023 2.8269
H: -1.2769 -1.8027 1.9840
H: -0.9738 -2.1280 3.6873
C: 0.2741 2.1670 -1.8172
C: -1.2140 2.1039 -1.4908
C: 0.9175 0.7988 -1.9492
H: 0.4800 2.7842 -2.6977
H: 0.7891 2.7238 -1.0315
H: -1.4117 1.2687 -0.8195
H: 0.1880 0.0365 -2.2184
H: -1.7869 1.9159 -2.4016
H: -1.5789 3.0222 -1.0259
H: 1.6398 0.6323 -2.7603
H: 1.3790 0.4665 -1.0154

## x
Entry from OMol25: 2 unconnected molecules or ions with the total composition C5H14 (wB97M-V/def2-TZVPD).

The spin multiplicity is 2. The net charge is -1. The value obtained for the HOMO-LUMO gap (alpha / beta) is 2.6 / 11.9 eV.

Atoms and positions in Å:
C: 1.8687 0.8345 -0.5293
C: 3.1239 1.4410 -1.1495
H: 0.9572 1.2215 -0.9734
H: 1.9112 -0.2482 -0.6078
H: 1.8825 1.0476 0.5399
H: 3.9647 1.6712 -0.4936
H: 2.8991 2.3867 -1.6528
H: 3.5858 0.8134 -1.9194
C: -1.3419 -0.4601 0.3745
C: -1.1197 -1.1934 1.7097
C: -2.6842 -0.6465 -0.3700
H: -0.6378 -0.9011 -0.3368
H: -1.1160 0.5984 0.4947
H: -0.2374 -1.8352 1.6241
H: -0.8301 -0.5438 2.5381
H: -3.5211 -0.9279 0.2775
H: -2.0200 -1.7715 1.9216
H: -2.5812 -1.4904 -1.0518
H: -3.0142 0.2514 -0.8910

Stability ranking, top entry: w; the second entry is 0.0116 hartree less favorable.

## w
Entry from OMol25: 2 unconnected molecules or ions with the total composition C6H12N3O (wB97M-V/def2-TZVPD).

The net charge is +1. The value obtained for the HOMO-LUMO gap (alpha / beta) is 7.7 / 7.7 eV.

Atoms and positions in Å:
C: 2.4948 0.2960 1.8989
C: -0.8700 1.6066 0.1096
C: -0.1415 -0.4426 -2.9281
C: -1.0463 -0.5369 0.1878
C: -0.4431 0.5085 -0.8066
C: -0.3440 -1.7270 0.8124
N: 3.4948 -0.1319 1.4665
N: -0.3021 0.5671 -2.1236
N: -1.1639 0.5977 1.1364
O: 1.4383 0.6800 2.1973
H: -0.2100 2.5048 0.3487
H: -1.8140 2.0594 -0.2381
H: 0.2882 -0.0924 -3.8788
H: -0.0725 -1.4540 -2.6673
H: -2.0570 -0.8694 -0.0853
H: -1.1304 -2.1878 1.5256
H: 0.4607 -1.5178 1.4367
H: -0.0094 -2.4007 0.0477
H: 4.0843 -0.2796 0.6787
H: -0.2061 1.4976 -2.5596
H: -0.3998 0.5717 1.7817
H: -2.0511 0.7507 1.6593

## x
Entry from OMol25: a gas-phase ion, C6H12N3O (charge +1) (wB97M-V/def2-TZVPD).

The net charge is +1. The SMILES is CC1=NN(C)C(=O)[N+]1(C)C. The value obtained for the HOMO-LUMO gap (alpha / beta) is 8.5 / 8.5 eV.

Atoms and positions in Å:
C: 0.7621 0.8346 0.0051
C: -1.1163 -0.6547 0.0574
C: 1.8260 1.8182 -0.1359
C: -3.0483 0.7072 0.1217
C: 1.2232 -1.1984 -1.2020
C: 0.9309 -1.3202 1.2100
N: -0.7327 1.5621 -0.0923
N: -1.6432 0.5607 -0.0302
N: 0.4290 -0.6046 -0.0047
O: -1.5580 -1.7354 0.2470
H: 1.4294 2.6995 0.1565
H: 2.1388 1.8094 -1.2242
H: 2.6659 1.5639 0.5207
H: -3.2958 0.5992 1.2144
H: -3.3317 1.7484 -0.1333
H: -3.6097 -0.0986 -0.4496
H: 0.8100 -2.1830 -1.3937
H: 1.0104 -0.6932 -2.1764
H: 2.3443 -0.9720 -1.0099
H: 1.9340 -1.5241 1.1112
H: 0.5601 -0.6455 1.9945
H: 0.2718 -2.2735 1.2137

Stability ranking, top entry: w; the second entry is 0.0601 hartree less favorable.

## w
Entry from OMol25: a molecular structure, C3H3F3O3S (wB97M-V/def2-TZVPD).

The net charge is 0. The value obtained for the HOMO-LUMO gap is 10.3 eV.

Atoms and positions in Å:
C: 0.3244 -1.0745 -0.6068
C: -0.4472 1.2523 0.2873
C: -1.3002 -0.0198 -0.1016
O: 1.9072 1.1796 -1.0513
O: 1.8136 -0.0612 1.1835
O: 0.5957 -2.0363 0.2423
F: -0.6502 1.7257 1.5151
F: -2.0851 0.0681 -1.1247
F: -2.0628 -0.4753 0.8900
S: 1.2070 0.4279 -0.0504
H: 0.2648 -1.4119 -1.6487
H: -0.4960 1.9591 -0.5431
H: 0.9288 -1.5338 1.0082

## x
Entry from OMol25: 2 unconnected molecules or ions with the total composition C3H3F3O3S (wB97M-V/def2-TZVPD).

The net charge is 0. The value obtained for the HOMO-LUMO gap (alpha / beta) is 8.3 / 7.8 eV.

Atoms and positions in Å:
C: -1.3159 1.2589 0.6003
C: -1.8862 -0.9239 0.5687
C: 2.0243 0.6643 -1.0077
O: -0.1967 1.2505 1.0473
O: 0.8975 -1.3590 0.3056
O: -2.1764 0.4401 0.4167
F: 2.5766 1.7680 -0.6153
F: 1.0326 0.9153 -1.8517
F: 2.9416 0.0063 -1.6963
S: 1.6098 -0.1403 0.5727
H: -1.8397 -1.4218 -0.5213
H: -2.7755 -1.2940 1.0606
H: -0.8920 -1.1644 1.1203

Stability ranking, top entry: w; the second entry is 0.0428 hartree less favorable.

## w
Entry from OMol25: a molecular structure, C5H11NO2 (wB97M-V/def2-TZVPD).

The net charge is 0. The value obtained for the HOMO-LUMO gap is 8.9 eV.

Atoms and positions in Å:
C: -0.9834 -0.2802 1.2923
C: 0.5951 -0.4566 -0.9421
C: -1.0948 2.1281 -0.2028
C: 2.0956 -0.5644 -0.9442
C: -0.0415 -1.2335 0.7626
O: -0.3669 1.1468 0.4945
O: -2.2903 -0.4820 0.9220
N: 0.4705 -2.2807 1.2457
H: -2.8636 0.0520 1.4898
H: -0.7981 0.0447 2.3125
H: 1.2465 -2.6352 0.6717
H: 0.2958 0.3878 -1.5574
H: 0.0856 -1.3007 -1.4047
H: -0.6724 2.2483 -1.2091
H: -2.1618 1.8803 -0.3008
H: -0.9815 3.1175 0.2590
H: 2.4518 -1.5120 -0.5372
H: 2.5383 0.2580 -0.3791
H: 2.4752 -0.5179 -1.9727

## x
Entry from OMol25: a molecular structure, C5H11NO2 (wB97M-V/def2-TZVPD).

The net charge is 0. The value obtained for the HOMO-LUMO gap is 9.3 eV.

Atoms and positions in Å:
C: 1.5076 0.6041 0.4095
C: 2.2668 -0.4695 -0.4027
O: 2.0373 -1.7524 0.1380
C: 0.0728 0.1729 0.7236
N: -0.6528 -0.4128 -0.3912
C: -1.8353 0.2863 -0.8035
C: -2.9490 0.5506 0.1471
O: -3.9908 1.1747 -0.0169
H: 2.1203 0.9278 1.2550
H: 1.5414 1.4680 -0.2659
H: 3.3368 -0.2920 -0.6334
H: 1.8410 -0.3510 -1.3996
H: 2.5146 -2.4361 -0.3296
H: -0.4189 0.9739 1.2854
H: 0.2545 -0.6060 1.4553
H: -0.7361 -1.4142 -0.3125
H: -2.1688 0.3859 -1.8278
H: -1.9032 1.2771 -0.1057
H: -2.8382 -0.0873 1.0751

## y
Entry from OMol25: 2 unconnected molecules or ions with the total composition C5H11NO2 (wB97M-V/def2-TZVPD).

The net charge is 0. The SMILES is C=[N+]([O-])O.C=C(C)C. The value obtained for the HOMO-LUMO gap is 10.0 eV.

Atoms and positions in Å:
C: 2.1677 -1.0977 -0.9437
C: 2.0754 1.1449 0.2633
C: 0.7748 -0.6437 1.1607
C: -2.1478 -0.0407 0.2562
C: 1.6859 -0.2688 0.2779
N: -3.3483 0.3072 0.0683
O: -4.3384 0.2595 0.8343
O: -3.5174 0.7305 -1.2577
H: 1.9391 -0.4419 -1.7553
H: 3.1920 -1.3612 -0.7717
H: 1.6659 -2.0195 -1.0875
H: 1.3669 1.7900 -0.3057
H: 3.1487 1.2980 -0.2277
H: 2.2349 1.7035 1.1590
H: 0.3227 -1.6410 1.4093
H: 0.4747 0.1945 1.7998
H: -1.4793 -0.2858 -0.5547
H: -1.8032 -0.3647 1.2464
H: -4.4143 0.7369 -1.5711

## z
Entry from OMol25: 2 unconnected molecules or ions with the total composition C5H11NO2 (wB97M-V/def2-TZVPD).

The net charge is 0. The SMILES is C=C(N)CCC=O.O. The value obtained for the HOMO-LUMO gap is 9.1 eV.

Atoms and positions in Å:
O: 2.2945 3.0696 -0.4080
C: 1.2204 2.5866 -0.6549
C: 0.2279 2.2287 0.4267
C: -0.6376 0.9802 0.0635
C: 0.0581 -0.3572 0.2178
C: 1.3388 -0.5627 -0.0669
N: -0.7898 -1.2322 0.9285
H: 0.8972 2.3233 -1.6825
H: 0.6273 2.0780 1.4289
H: -0.4948 3.0500 0.5416
H: -1.3888 1.0287 0.8607
H: -1.1966 1.2444 -0.8356
H: 2.0244 -1.4025 -0.0182
H: 1.9950 0.2915 -0.2335
H: -0.5216 -2.1994 0.9225
H: -1.7524 -1.1553 0.6456
H: -0.4714 -3.9068 -0.6024
H: -2.0141 -4.1918 -1.0909
O: -1.4163 -3.8730 -0.4429

Stability ranking, top entry: z; the second entry is 0.0750 hartree less favorable.

## w
Entry from OMol25: 2 unconnected molecules or ions with the total composition C5H11NO2 (wB97M-V/def2-TZVPD).

The net charge is 0. The SMILES is O=C[C@@H]1CCCN1.O. The value obtained for the HOMO-LUMO gap is 9.6 eV.

Atoms and positions in Å:
N: -0.9979 1.1683 1.3932
C: 0.4666 1.3524 1.8238
C: 1.2192 0.2992 0.9548
C: 0.3595 0.0584 -0.3448
C: -1.0825 0.3514 0.1428
C: -1.7367 -1.0245 0.4634
O: -1.4560 -1.9622 -0.1743
H: -1.5592 2.0558 1.3017
H: 0.8617 2.3570 1.6882
H: 0.3109 1.0217 2.8469
H: 1.4244 -0.6073 1.4930
H: 2.1556 0.7786 0.5941
H: 0.3995 -0.9435 -0.7547
H: 0.6866 0.7732 -1.0400
H: -1.7721 0.5973 -0.6558
H: -2.5388 -0.9878 1.2076
H: 0.9469 -1.7702 -2.9267
H: 0.8173 -1.8489 -4.3093
O: 1.4950 -1.6687 -3.7041

## x
Entry from OMol25: C5H11NO2 in the gas phase (wB97M-V/def2-TZVPD).

The net charge is 0. The SMILES is NC(=O)CCCCO. The value obtained for the HOMO-LUMO gap is 10.5 eV.

Atoms and positions in Å:
C: -1.8959 -1.1262 0.1557
O: -3.1166 -0.6192 -0.3497
C: -1.2293 0.1550 0.7736
C: -0.1427 0.9197 -0.0111
C: 0.9208 0.0366 -0.7448
C: 2.1107 -0.0742 0.2527
N: 3.1251 0.8154 -0.1711
O: 2.2271 -0.9479 1.1070
H: -2.1698 -1.7293 1.0600
H: -1.4666 -1.6510 -0.7481
H: -3.5876 -1.3447 -0.8231
H: -2.0392 0.9134 1.1786
H: -0.7232 -0.0849 1.8078
H: 0.3352 1.7143 0.6404
H: -0.7775 1.4450 -0.7737
H: 0.4789 -0.9484 -0.8904
H: 1.1576 0.2388 -1.7541
H: 2.9144 1.2631 -1.0474
H: 3.8785 1.0246 0.3377

## y
Entry from OMol25: 3 unconnected molecules or ions with the total composition C5H11NO2 (wB97M-V/def2-TZVPD).

The net charge is 0. The value obtained for the HOMO-LUMO gap is 4.8 eV.

Atoms and positions in Å:
C: 0.8265 0.5083 2.0499
N: 0.5496 1.2388 -1.1283
C: -0.3408 0.5416 -1.7493
C: -0.2612 -0.7681 -2.2280
O: 0.8653 -2.4926 0.3192
C: -1.7104 0.6832 -2.0431
O: 0.2024 1.5723 2.4214
C: -0.2324 -0.6600 1.7586
H: 1.5805 0.0568 2.7282
H: 1.3478 0.6803 1.0840
H: 0.0589 2.0658 -0.7735
H: -2.1120 0.3805 -3.0025
H: -0.4221 -1.5747 -1.5255
H: -0.5490 -1.1092 -3.2214
H: 1.8192 -2.3767 0.4216
H: -2.3644 1.2923 -1.4508
H: -1.1287 -0.3539 1.2037
H: -0.6894 -0.7519 2.7477
H: 0.3598 -1.3058 1.0379

## z
Entry from OMol25: C5H11NO2 in the gas phase (wB97M-V/def2-TZVPD).

The net charge is 0. The SMILES is CNCCCC(=O)O. The value obtained for the HOMO-LUMO gap is 9.4 eV.

Atoms and positions in Å:
O: 0.1195 -0.3612 -2.1517
C: -0.3358 0.6573 -1.7083
O: -1.6023 1.0389 -1.8889
C: 0.4226 1.6759 -0.8743
C: 0.3712 1.3681 0.6131
C: 0.7642 -0.0752 1.0454
C: -0.1747 -2.3592 0.9782
N: -0.4432 -0.9193 0.9794
H: -2.0989 0.4282 -2.4196
H: -0.0572 2.6472 -1.0011
H: 1.4131 1.7225 -1.3276
H: 0.9034 2.0536 1.2707
H: -0.6603 1.5174 0.9555
H: 1.5678 -0.4671 0.4268
H: 0.9363 -0.0017 2.1153
H: -0.2600 -2.7593 1.9826
H: -0.6898 -2.9327 0.2100
H: 0.8598 -2.5161 0.6130
H: -1.0358 -0.7172 0.1814

Stability ranking, top entry: z; the second entry is 0.0355 hartree less favorable.

## w
Entry from OMol25: C5H11NO2 in the gas phase (wB97M-V/def2-TZVPD).

The net charge is 0. The SMILES is CCCNCC(=O)O. The value obtained for the HOMO-LUMO gap is 9.8 eV.

Atoms and positions in Å:
C: -0.4739 0.0910 1.7409
C: 0.9710 0.6686 1.6480
C: -1.3675 0.3575 0.5423
N: -1.3283 -0.6119 -0.5678
C: -0.5116 -0.1887 -1.7238
C: 0.8396 -0.8373 -1.7972
O: 1.8047 0.1530 -1.8499
O: 1.1409 -1.9914 -1.8358
H: -1.0006 0.4680 2.6170
H: -0.4014 -0.9949 1.8629
H: 1.0847 1.4884 2.3563
H: 1.0741 1.1217 0.6629
H: 1.6901 -0.1122 1.8647
H: -2.3993 0.4715 0.8980
H: -1.2079 1.3536 0.1201
H: -1.0313 -1.5065 -0.1745
H: -1.0574 -0.4992 -2.6212
H: -0.4618 0.8873 -1.7438
H: 2.6360 -0.3187 -1.9990

## x
Entry from OMol25: 2 unconnected molecules or ions with the total composition C5H11NO2 (wB97M-V/def2-TZVPD).

The net charge is 0. The value obtained for the HOMO-LUMO gap is 7.8 eV.

Atoms and positions in Å:
C: 0.9119 -1.0385 -0.3025
C: 0.1160 2.3759 -0.1141
C: 1.1691 -0.9732 1.1699
N: -1.9091 -0.2791 0.6686
C: -0.3115 -1.3090 -0.9132
C: -1.5175 -0.7355 -0.5411
O: 0.1229 1.0903 -0.5731
O: 2.0563 -1.2528 -0.9840
H: 1.8852 -1.1928 -1.9334
H: -2.7973 0.1955 0.7041
H: -1.1862 0.1041 1.2590
H: -0.2712 -1.6613 -1.9371
H: -2.3184 -0.7822 -1.2698
H: 0.0686 3.1542 -0.9006
H: -0.7753 2.5701 0.5340
H: 1.0047 2.5914 0.5215
H: 0.3138 -1.3019 1.7562
H: 1.4175 0.0541 1.4421
H: 2.0206 -1.6092 1.4136

Stability ranking, top entry: w; the second entry is 0.1098 hartree less favorable.

## w
Entry from OMol25: a molecular structure, C5H11NO2 (wB97M-V/def2-TZVPD).

The net charge is 0. The value obtained for the HOMO-LUMO gap is 8.6 eV.

Atoms and positions in Å:
C: -1.6175 -1.4793 -0.2016
C: -0.1003 1.7404 -0.6498
C: 1.5601 0.8752 1.0475
N: -0.6962 -1.1329 -1.1470
C: 0.5870 -0.6807 -0.6373
C: 0.5141 0.5399 0.0193
O: 1.1874 -1.7406 0.0600
O: -1.5949 -0.0807 0.9132
H: 1.4254 -2.4051 -0.5934
H: -1.0954 -0.3089 1.7044
H: -1.0610 -0.5579 -1.8937
H: -1.2326 -2.2248 0.4896
H: -2.6257 -1.6203 -0.5831
H: 0.6544 2.2657 -1.2408
H: -0.9479 1.4799 -1.2812
H: 1.9098 -0.0181 1.5593
H: 2.4318 1.3254 0.5531
H: 1.1655 1.5922 1.7726
H: -0.4640 2.4306 0.1088

## x
Entry from OMol25: C5H11NO2 in the gas phase (wB97M-V/def2-TZVPD).

The net charge is 0. The SMILES is CC(C)[C@H](N)C(=O)O. The value obtained for the HOMO-LUMO gap is 10.6 eV.

Atoms and positions in Å:
C: -0.3711 0.7371 -0.3885
C: 0.2438 2.0769 -0.0193
C: -0.0691 -0.3685 0.6793
C: -1.2973 -1.2195 1.1250
C: 1.0735 -1.2931 0.3065
H: -0.3187 -0.5525 -1.9170
H: 1.0713 0.0439 -1.6407
H: -1.3798 0.8947 -0.4660
H: 0.2773 0.2543 1.5539
H: -1.9501 -0.3797 1.5218
H: -1.7462 -1.5716 0.1959
H: -0.9229 -1.9391 1.8419
H: 1.3701 -2.0432 1.1230
H: 2.0924 -0.9128 -0.0164
H: 0.7973 -1.9988 -0.5173
H: 0.1497 2.6799 -1.8140
N: 0.0585 0.3021 -1.7222
O: 0.5309 2.3176 1.0896
O: 0.3901 2.9725 -0.9353

Stability ranking, top entry: x; the second entry is 0.0898 hartree less favorable.